P:
A 14-piece molecular cluster, C56H154N14O14 overall, computed with wB97M-V/def2-TZVPD.

The gap between HOMO and LUMO comes out at 9.12 eV. As for the net charge: 0. For the HOMO energy, the calculation gives -8.5 eV.

Positions of all 238 atoms, in Å:
C -7.71680 -1.85329 -6.06171
C -6.43491 -1.68507 -5.27695
C -6.28062 -0.30815 -4.68777
O -5.06929 -0.19879 -3.98581
C -4.93182 1.04497 -3.31965
N -6.31216 -2.72315 -4.22838
H -7.66705 -2.71084 -6.73452
H -7.84376 -1.01648 -6.76288
H -8.61928 -1.88893 -5.45338
H -5.62551 -1.79524 -6.01696
H -7.13019 -0.08442 -4.02061
H -6.33531 0.42701 -5.50357
H -3.96954 1.03224 -2.81169
H -5.70200 1.14722 -2.54303
H -5.04513 1.86830 -4.02858
H -5.52068 -2.39981 -3.68224
H -5.99920 -3.57383 -4.68489
C -4.35813 4.30410 -0.53953
C -3.75533 4.62986 0.80851
C -4.80580 4.77761 1.91906
O -5.97196 5.45157 1.54149
C -5.82206 6.84318 1.43777
N -2.82141 3.57175 1.25619
H -3.59905 4.23683 -1.31429
H -5.12815 5.04889 -0.74881
H -4.88763 3.34731 -0.48130
H -3.19526 5.58348 0.79099
H -4.34280 5.19376 2.82387
H -5.10746 3.75183 2.15832
H -5.66493 7.12492 0.38005
H -4.92715 7.23001 1.93156
H -6.75493 7.32216 1.72530
H -2.06674 3.49736 0.58262
H -2.41008 3.91780 2.12013
C -1.47399 -5.23482 -7.58951
C -0.59140 -4.62606 -6.53356
C -1.45429 -4.12748 -5.36012
O -0.63765 -3.81242 -4.24971
C -1.32022 -4.02467 -3.03976
N 0.44696 -5.55795 -6.05558
H -0.90626 -5.54464 -8.46607
H -2.21413 -4.50529 -7.92132
H -1.96856 -6.11521 -7.17174
H -0.08501 -3.71228 -6.86542
H -2.19672 -4.89572 -5.08546
H -2.08137 -3.26385 -5.63339
H -0.65079 -3.61234 -2.27715
H -1.47314 -5.06931 -2.74817
H -2.24428 -3.44113 -2.96109
H -0.07105 -6.37307 -5.71999
H 0.81152 -5.15754 -5.19322
C 7.22865 0.84974 -0.57176
C 5.96233 0.14362 -0.97089
C 5.88033 -1.27609 -0.47211
O 7.03896 -1.96359 -0.89637
C 7.14131 -3.27185 -0.36342
N 4.82214 0.87270 -0.31938
H 8.09559 0.45953 -1.12377
H 7.50526 0.65665 0.46621
H 7.22263 1.90678 -0.83683
H 5.75366 0.21359 -2.04396
H 5.02779 -1.79097 -0.93481
H 5.76312 -1.27393 0.61988
H 6.48136 -3.96379 -0.90282
H 6.77083 -3.26639 0.67125
H 8.18511 -3.56359 -0.40041
H 4.46880 1.62181 -0.91668
H 4.02139 0.23824 -0.31821
C 0.69874 1.47216 3.96155
C -0.11939 2.45371 3.15720
C -0.49451 3.65113 4.03032
O -1.20035 4.60479 3.26321
C -1.25522 5.86464 3.87317
N 0.64523 2.88926 1.95394
H 1.53400 1.93910 4.49794
H 1.15546 0.72235 3.31059
H 0.13066 0.94330 4.73094
H -1.07066 2.03455 2.81108
H 0.41544 4.04994 4.50204
H -1.13334 3.29544 4.85582
H -1.66749 6.58946 3.17080
H -0.27266 6.23576 4.18096
H -1.92420 5.82500 4.74244
H 1.62277 2.91300 2.28964
H 0.49090 3.89407 1.84446
C 3.63481 1.13132 -5.22563
C 2.31896 1.43248 -4.54777
C 1.27382 0.37578 -4.84672
O 0.04120 0.66426 -4.21087
C -0.93685 -0.21559 -4.67266
N 2.56359 1.57381 -3.08648
H 3.51144 0.80836 -6.25674
H 4.13316 0.36598 -4.61590
H 4.33642 1.96402 -5.17687
H 1.91772 2.42575 -4.79550
H 1.67305 -0.57906 -4.45749
H 1.10902 0.25037 -5.92479
H -1.85062 -0.20660 -4.07354
H -0.63115 -1.27495 -4.67755
H -1.25035 -0.04356 -5.71587
H 2.90899 0.63151 -2.88543
H 1.74354 1.70414 -2.49001
C -1.06377 4.16413 -3.71819
C -0.25033 4.23379 -2.44403
C -0.04607 5.67208 -2.03077
O 0.86406 5.73911 -0.94116
C 0.50552 6.74695 -0.02163
N -0.93939 3.54854 -1.37277
H -0.68254 4.77139 -4.54189
H -2.12360 4.40218 -3.58666
H -1.08596 3.13218 -4.08829
H 0.74215 3.80157 -2.63433
H -1.00717 6.11957 -1.74482
H 0.30314 6.27853 -2.87617
H -0.46494 6.53878 0.44663
H 0.54403 7.75558 -0.44362
H 1.22249 6.72496 0.80543
H -0.54677 3.78320 -0.46379
H -0.77518 2.54447 -1.41355
C -2.76351 -3.09544 4.30425
C -1.79148 -1.99546 4.74715
C -1.96686 -1.74203 6.21930
O -1.03910 -0.81445 6.72478
C -1.53719 -0.10120 7.83571
N -0.41667 -2.27107 4.40042
H -2.58158 -3.33620 3.25388
H -3.80877 -2.85075 4.49674
H -2.53341 -4.04457 4.80466
H -2.08455 -1.06892 4.23429
H -1.87129 -2.65589 6.83257
H -3.00732 -1.42396 6.37760
H -0.69110 0.43792 8.25257
H -1.90331 -0.79820 8.60495
H -2.37474 0.54492 7.55683
H -0.19759 -2.67790 3.50196
H 0.09281 -2.83011 5.07018
C -1.28366 0.40851 -0.75876
C 0.10889 0.15219 -0.22752
C 0.71944 -1.12244 -0.77249
O 1.96280 -1.37287 -0.13654
C 1.90067 -2.04713 1.09504
N 0.97351 1.32998 -0.54124
H -1.91043 -0.46840 -0.56519
H -1.31512 0.57200 -1.84138
H -1.80519 1.25363 -0.30753
H 0.11485 0.17789 0.87316
H 0.97347 -0.94983 -1.82352
H 0.01023 -1.95512 -0.70530
H 1.52958 -1.32179 1.83912
H 2.87592 -2.38376 1.43240
H 1.15300 -2.84819 1.09912
H 1.87255 1.08504 -0.12493
H 0.61562 2.02046 0.13129
C 2.35294 -6.28862 3.74162
C 2.71925 -4.91803 3.20177
C 3.05696 -3.94447 4.31916
O 2.01588 -3.91984 5.23491
C 2.09004 -3.01483 6.30158
N 3.80042 -4.94739 2.23265
H 2.08123 -7.00385 2.96489
H 1.57542 -6.25576 4.50761
H 3.18174 -6.74047 4.30611
H 1.81988 -4.46997 2.76081
H 3.17107 -2.93055 3.89703
H 4.05802 -4.18151 4.72232
H 2.22642 -2.00233 5.89169
H 2.91106 -3.22163 6.99573
H 1.14259 -2.99234 6.83673
H 4.63034 -5.37185 2.64063
H 3.57075 -5.58429 1.47518
C 4.66452 0.95388 3.03451
C 4.53457 2.46661 3.11825
C 5.89956 3.11068 3.04401
O 6.53753 2.98750 4.28735
C 7.74517 3.67021 4.40000
N 3.72691 2.90318 1.96928
H 5.32289 0.73680 2.19651
H 3.69102 0.46541 2.97828
H 5.15173 0.54454 3.92648
H 4.07457 2.79451 4.05569
H 5.76911 4.18954 2.84034
H 6.44317 2.71024 2.17474
H 8.02462 3.77262 5.44995
H 7.66801 4.69528 4.00857
H 8.57603 3.14860 3.90789
H 3.83984 2.20688 1.23342
H 4.04612 3.73562 1.48143
C -5.54074 -1.13152 0.37616
C -4.34450 -1.96915 -0.09573
C -4.41272 -3.38212 0.45905
O -5.66872 -4.01795 0.43284
C -6.12214 -4.44054 -0.83269
N -4.23914 -1.89700 -1.57379
H -5.77602 -1.32181 1.42457
H -6.39517 -1.30189 -0.28217
H -5.34237 -0.05718 0.30306
H -3.41061 -1.54210 0.28504
H -4.19391 -3.28062 1.52505
H -3.62136 -3.95017 -0.04261
H -5.35715 -4.52258 -1.61055
H -6.98238 -3.88085 -1.20644
H -6.47988 -5.47374 -0.72067
H -5.19957 -2.09711 -1.82744
H -3.97999 -0.99251 -1.93635
C -1.21239 -5.08438 0.87423
C -1.15476 -6.37497 1.67454
C -2.53289 -6.90101 2.01826
O -3.13624 -7.36294 0.81437
C -4.54431 -7.36003 0.80087
N -0.22881 -7.28353 1.02438
H -0.20762 -4.68055 0.75624
H -1.79194 -4.28634 1.34693
H -1.70707 -5.24595 -0.08834
H -0.78029 -6.02017 2.64874
H -3.09761 -6.05020 2.42885
H -2.54602 -7.71772 2.75051
H -4.84141 -7.61116 -0.21832
H -4.98260 -6.36269 0.94929
H -4.96267 -8.04609 1.54360
H -0.66443 -7.57219 0.15160
H -0.11388 -8.13951 1.55772
C 3.85541 5.54755 -2.88415
C 4.22129 4.83585 -1.59187
C 4.44216 5.79004 -0.42472
O 5.23458 6.90262 -0.70874
C 6.60661 6.59055 -0.88146
N 3.25644 3.80750 -1.19215
H 4.72814 6.09061 -3.27396
H 3.01945 6.24011 -2.79754
H 3.68776 4.83033 -3.69385
H 5.16510 4.28996 -1.74414
H 4.78492 5.24422 0.46761
H 3.45092 6.16981 -0.14208
H 6.94843 5.95889 -0.05052
H 7.15863 7.52244 -0.93474
H 6.76388 6.00860 -1.79818
H 3.04980 3.18036 -1.97566
H 2.37339 4.26206 -0.95602

---

Q:
A 14-piece molecular cluster, C56H154N14O14 overall, computed with wB97M-V/def2-TZVPD.

The gap between HOMO and LUMO comes out at 9.33 eV. As for the net charge: 0. For the HOMO energy, the calculation gives -8.7 eV.

Positions of all 238 atoms, in Å:
C 5.80108 3.75107 2.19464
C 5.73917 2.50850 1.38726
C 7.15198 1.59877 1.39915
O 8.22468 2.36858 0.93028
C 9.49083 1.74324 1.22097
N 4.50123 1.79552 1.74722
H 6.77002 4.17057 1.92394
H 5.79886 3.49217 3.25345
H 5.01385 4.46441 1.95071
H 5.54504 2.90072 0.38897
H 7.00296 0.66450 0.85782
H 7.42017 1.40273 2.43729
H 9.86243 1.29572 0.29915
H 9.58743 1.02341 2.03375
H 10.26510 2.49153 1.39026
H 4.41946 1.74818 2.75280
H 4.42420 0.83097 1.45770
C 0.07284 3.40440 5.20206
C 1.16635 2.46357 5.63707
C 0.66324 1.17275 6.43044
O 1.77332 0.58161 6.99773
C 1.56888 -0.30730 8.08429
N 1.83916 2.05252 4.43422
H 0.38171 4.18298 4.50457
H -0.23631 4.00013 6.06092
H -0.82622 2.95675 4.77850
H 1.98131 3.01694 6.10368
H 0.23502 0.39162 5.80229
H -0.00810 1.50994 7.22019
H 2.52190 -0.43309 8.59814
H 1.26168 -1.29626 7.74417
H 0.87413 -0.02878 8.87665
H 2.63232 1.54721 4.80253
H 2.17013 2.87430 3.94921
C -5.98972 2.44042 2.54653
C -4.93629 3.40435 2.16570
C -4.94426 3.79936 0.68083
O -3.63210 4.32651 0.44457
C -3.56306 4.81160 -0.88555
N -5.03699 4.58252 2.99712
H -6.91978 2.99992 2.44621
H -5.84592 2.22842 3.60600
H -5.88416 1.51935 1.97329
H -4.10208 2.77105 2.46756
H -5.77874 4.45767 0.43922
H -5.05520 2.89676 0.07990
H -3.13970 4.03925 -1.52769
H -2.80547 5.58711 -0.99850
H -4.46251 5.16807 -1.38756
H -5.77538 5.19284 2.67716
H -4.26619 5.10180 2.60175
C 6.79413 -3.58505 1.26707
C 5.44132 -3.36795 0.43666
C 4.38146 -2.72051 1.32003
O 3.92147 -3.48295 2.43176
C 3.10211 -4.62197 2.22074
N 5.68872 -2.54724 -0.76444
H 7.20013 -2.63939 1.62622
H 7.50377 -3.95381 0.52645
H 6.63573 -4.25954 2.10856
H 5.05896 -4.36048 0.19835
H 3.56493 -2.61668 0.60548
H 4.67761 -1.69940 1.56034
H 3.37566 -5.36000 1.46669
H 2.06696 -4.38307 1.97682
H 3.08523 -5.05787 3.21964
H 4.75819 -2.50031 -1.15430
H 6.18860 -2.99758 -1.51771
C 0.59561 0.02552 -5.78145
C -0.04585 0.79210 -6.97386
C -0.51078 2.25611 -6.68440
O -0.96086 3.03165 -7.87914
C -2.37539 2.94305 -8.12660
N 0.87831 0.78889 -8.08147
H -0.12350 -0.03433 -4.96451
H 1.49015 0.56566 -5.47136
H 0.84315 -1.01455 -5.99378
H -0.94858 0.26526 -7.28309
H 0.33733 2.87721 -6.39620
H -1.24702 2.32998 -5.88403
H -2.58749 3.05068 -9.19034
H -3.03715 3.54604 -7.50485
H -2.62879 1.90650 -7.90428
H 0.60287 1.52963 -8.71040
H 0.98259 -0.07260 -8.59824
C 1.28319 -6.71747 -3.32821
C 1.99194 -6.19155 -2.01226
C 1.79473 -4.64543 -1.82093
O 2.16129 -3.93822 -3.01620
C 1.68124 -2.60803 -2.95656
N 1.46826 -7.01792 -0.92876
H 0.42930 -6.07363 -3.53901
H 1.02711 -7.77183 -3.22397
H 1.98782 -6.58128 -4.14860
H 3.05772 -6.40629 -2.09042
H 2.43131 -4.30834 -1.00287
H 0.75133 -4.41902 -1.60142
H 2.23486 -2.30035 -3.84364
H 2.09206 -2.08942 -2.09031
H 0.59447 -2.54260 -3.00889
H 1.69466 -7.93535 -1.28536
H 1.94252 -6.83788 -0.05540
C -9.37465 -1.86564 -3.55152
C -8.22275 -1.02783 -4.22623
C -7.37184 -0.17920 -3.20294
O -6.44108 0.58192 -3.92960
C -5.75779 1.54461 -3.09816
N -7.31801 -1.95579 -4.82570
H -10.01513 -2.25181 -4.34447
H -10.01811 -1.29353 -2.88314
H -8.96779 -2.65830 -2.92361
H -8.52934 -0.46191 -5.10592
H -6.90315 -0.90852 -2.54225
H -7.98432 0.29689 -2.43724
H -5.28368 1.05730 -2.24619
H -6.34491 2.38957 -2.73837
H -4.97137 2.02880 -3.67713
H -6.48253 -1.45250 -5.08796
H -7.76961 -2.39223 -5.61670
C -3.22194 -3.12446 -2.77090
C -3.65159 -3.51636 -4.13188
C -3.24844 -2.36837 -5.04259
O -3.94362 -1.19481 -4.82891
C -3.35310 0.03023 -5.32384
N -2.80762 -4.71088 -4.49555
H -2.17892 -2.81186 -2.72094
H -3.40659 -3.91308 -2.04147
H -3.82403 -2.27289 -2.45400
H -4.72003 -3.73206 -4.12832
H -3.31968 -2.50699 -6.12139
H -2.16547 -2.26842 -4.97002
H -2.97418 -0.13330 -6.33268
H -2.64897 0.33491 -4.54959
H -4.09259 0.83098 -5.33257
H -1.82131 -4.52901 -4.37629
H -2.94325 -4.83800 -5.48830
C -0.67607 1.47424 -1.95231
C -1.41650 0.68856 -0.87428
C -0.72090 0.76317 0.51785
O 0.47951 0.00280 0.53950
C 1.03297 -0.18232 1.84216
N -2.81384 1.16603 -0.80793
H -1.28677 1.37214 -2.84937
H 0.37805 1.21651 -2.05479
H -0.81596 2.51110 -1.64661
H -1.32972 -0.38137 -1.06348
H -1.28658 0.41555 1.38229
H -0.44691 1.80247 0.69919
H 1.94280 -0.76745 1.70836
H 0.30054 -0.71055 2.45258
H 1.30994 0.79994 2.22499
H -2.96398 2.03425 -0.31422
H -3.40549 0.54455 -0.27519
C -3.26802 -3.00139 5.94048
C -1.83414 -2.39268 5.97522
C -0.87536 -2.90344 4.87685
O -1.48288 -2.86002 3.55875
C -0.60403 -3.39414 2.67801
N -1.95223 -0.95548 5.66472
H -4.00677 -2.72948 5.18655
H -3.79620 -2.71495 6.84991
H -3.34436 -4.08829 5.97084
H -1.48661 -2.44584 7.00695
H -0.82108 -3.96497 5.11827
H 0.01963 -2.28211 4.84458
H -0.51719 -4.47994 2.71785
H 0.40482 -2.99951 2.79875
H -0.82905 -3.01126 1.68259
H -1.91886 -0.69551 4.68932
H -2.78293 -0.53904 6.06046
C 4.04854 0.58401 -2.39355
C 4.12816 2.06524 -2.63013
C 5.50731 2.64624 -2.70966
O 5.40894 4.12774 -2.91759
C 5.61600 4.96051 -1.74470
N 3.60305 2.30924 -3.95343
H 4.22099 0.39814 -1.33345
H 4.73480 -0.08521 -2.91247
H 3.06746 0.24332 -2.72448
H 3.55300 2.51006 -1.81808
H 6.10688 2.28303 -3.54434
H 6.14389 2.44380 -1.84834
H 6.44055 4.57805 -1.14309
H 4.74158 4.96761 -1.09398
H 5.85180 6.00627 -1.94186
H 3.47227 3.30399 -3.83738
H 4.41797 2.30101 -4.55004
C -7.83357 -0.10062 0.59032
C -7.07635 -1.41901 0.82875
C -5.96549 -1.35732 1.92295
O -4.92543 -0.37671 1.58028
C -3.95375 -0.01557 2.57319
N -8.05919 -2.37041 1.21607
H -8.30432 0.13468 1.54485
H -8.54006 -0.13940 -0.23882
H -7.05654 0.63417 0.37961
H -6.71104 -1.73404 -0.14871
H -5.39970 -2.28251 2.03261
H -6.30177 -1.26026 2.95523
H -4.37146 0.47337 3.45328
H -3.13830 0.67371 2.35397
H -3.55216 -0.95588 2.95084
H -8.93209 -1.87031 1.30580
H -8.31114 -2.77429 0.32529
C 0.12298 4.73126 -4.37685
C 0.04495 4.92962 -2.86191
C 1.17310 4.45860 -1.80777
O 0.74161 4.70558 -0.44766
C 1.65286 4.26379 0.54203
N 0.04086 6.38135 -2.66777
H 0.42594 3.68998 -4.48667
H 0.96336 5.21983 -4.86995
H -0.79919 4.90668 -4.93085
H -0.88820 4.52435 -2.47065
H 2.14612 4.92319 -1.96743
H 1.33287 3.39388 -1.97794
H 1.77237 3.19288 0.70619
H 1.36199 4.74633 1.47512
H 2.62114 4.59818 0.16957
H -0.11736 6.50228 -1.67759
H -0.77280 6.62355 -3.21495
C 3.10129 -1.82874 5.17288
C 4.23627 -1.43187 6.11085
C 5.50437 -2.26187 5.96925
O 5.25773 -3.65376 6.19065
C 6.39376 -4.44836 5.97919
N 4.40520 0.05096 6.00184
H 3.06987 -2.90962 5.03571
H 3.31364 -1.64984 4.11884
H 2.08583 -1.46666 5.33362
H 3.91975 -1.63854 7.13320
H 6.36914 -1.87260 6.50661
H 5.83313 -2.19199 4.93237
H 7.04618 -4.19160 6.81377
H 6.89711 -4.36523 5.01595
H 6.04508 -5.47728 6.06785
H 3.54057 0.18663 6.50592
H 5.13356 0.52210 6.51914

---

Short version: P is the most stable of them.